[1]
Below is C10H10AlBrCl as an isolated structure in a non-equilibrium geometry, with properties calculated with ωB97M-V with the def2-TZVPD basis set.

Atoms and positions in Å:
C1 -2.265 -0.977 0.464
C2 -1.633 -1.169 -0.784
C3 -1.401 0.110 -1.341
H1 -1.352 -2.116 -1.212
C4 -1.849 1.083 -0.421
C5 -2.395 0.398 0.687
H2 -2.738 0.855 1.597
H3 -2.491 -1.751 1.174
H4 -0.942 0.308 -2.294
H5 -1.759 2.152 -0.522
Al1 0.000 -0.053 0.550
Cl1 0.158 -2.003 2.090
C6 2.349 0.068 0.818
C7 1.975 1.291 0.220
C8 1.487 1.013 -1.063
H6 1.966 2.248 0.710
C9 1.577 -0.385 -1.274
C10 2.117 -0.966 -0.117
H7 2.236 -2.018 0.070
H8 2.656 -0.065 1.839
H9 1.069 1.732 -1.748
H10 1.241 -0.919 -2.147
Br1 -0.008 1.162 2.705

Atoms 1-2, force components in eV/Å:
-0.1564 0.0071 0.0913
0.0748 0.1132 0.0151

Properties
E_LUMO, eV: 3.30
Total energy, Ha: -3663.8457
HOMO level, eV: -4.374
Charge: -1
HOMO-LUMO gap, eV: 7.7

=====

[2]
Below is one molecule with the formula C4H5NO in a non-equilibrium geometry, with properties calculated with ωB97M-V with the def2-TZVPD basis set.

Atoms and positions in Å:
O1 0.563 0.605 1.497
C1 0.321 -0.092 0.309
C2 -0.616 0.493 -0.725
C3 -1.090 -0.593 0.190
C4 1.502 -0.691 -0.292
N1 2.490 -0.925 -0.850
H1 1.409 1.068 1.436
H2 -0.886 1.525 -0.572
H3 -0.482 0.196 -1.762
H4 -1.734 -0.319 1.023
H5 -1.301 -1.561 -0.256

Atoms 1-2, force components in eV/Å:
0.0752 0.0054 -0.0731
-0.0286 -0.0561 -0.2796

Properties
E_LUMO, eV: 0.81
Total energy, Ha: -285.3573
HOMO level, eV: -10.281
Energy above the lowest of the compared OMol25 structures with the same formula, charge and spin, eV: 1.560
Charge: 0
HOMO-LUMO gap, eV: 11.1
SMILES: N#CC1(O)CC1

=====

[3]
Below is one molecule with the formula C20H17Cl2N3O6S in a non-equilibrium geometry, with properties calculated with ωB97M-V with the def2-TZVPD basis set.

Atoms and positions in Å:
C1 0.931 3.173 3.155
C2 1.448 1.842 2.730
C3 2.470 1.680 1.805
C4 2.895 0.390 1.434
N1 2.337 -0.687 1.956
C5 1.365 -0.567 2.837
C6 0.891 0.665 3.252
Cl1 -0.397 0.755 4.394
H1 0.959 -1.496 3.212
N2 3.936 0.245 0.541
C7 4.442 -0.873 -0.074
O1 5.510 -0.821 -0.633
C8 3.575 -2.119 -0.065
H2 4.067 -2.885 -0.673
H3 3.418 -2.487 0.955
O2 2.316 -1.795 -0.646
C9 1.230 -2.410 -0.160
O3 1.248 -3.209 0.739
C10 -0.004 -1.992 -0.881
C11 -1.233 -2.433 -0.396
C12 -2.401 -2.077 -1.046
C13 -2.328 -1.295 -2.182
C14 -1.115 -0.863 -2.685
C15 0.054 -1.204 -2.030
H4 1.010 -0.876 -2.405
H5 -1.097 -0.276 -3.591
S1 -3.843 -0.829 -3.032
O4 -3.704 -1.163 -4.416
O5 -4.956 -1.325 -2.286
N3 -3.909 0.836 -2.974
H6 -3.256 1.271 -3.606
C16 -4.009 1.451 -1.667
C17 -2.692 1.534 -0.963
C18 -1.577 2.280 -1.217
C19 -0.600 1.868 -0.278
C20 -1.193 0.902 0.472
O6 -2.454 0.694 0.065
H7 -0.837 0.307 1.289
H8 0.398 2.242 -0.183
H9 -1.467 3.036 -1.968
H10 -4.446 2.447 -1.786
H11 -4.692 0.821 -1.095
H12 -3.372 -2.390 -0.695
H13 -1.250 -3.051 0.489
H14 4.474 1.090 0.368
Cl2 3.237 3.059 1.081
H15 0.902 3.230 4.241
H16 1.545 3.980 2.769
H17 -0.089 3.298 2.791

Atoms 1-2, force components in eV/Å:
0.0766 0.1134 -0.0123
0.0134 -0.2606 0.0243

Properties
E_LUMO, eV: -0.21
Total energy, Ha: -2706.6462
HOMO level, eV: -9.054
Energy above the lowest of the compared OMol25 structures with the same formula, charge and spin, eV: 0.033
Charge: 0
HOMO-LUMO gap, eV: 8.8
SMILES: Cc1c(Cl)cnc(NC(=O)COC(=O)c2ccc(S(=O)(=O)NCc3ccco3)cc2)c1Cl

=====

[4]
Below is CH15O10Pd as an isolated structure in a non-equilibrium geometry, with properties calculated with ωB97M-V with the def2-TZVPD basis set.

Atoms and positions in Å:
Pd1 -0.549 0.989 -1.855
C1 1.247 0.549 0.228
O1 1.645 -0.583 0.183
O2 1.494 1.217 1.386
O3 0.620 1.036 -0.745
H1 1.873 0.565 1.988
O4 0.340 -2.166 -1.274
H2 0.631 -1.501 -0.683
H3 1.017 -2.459 -1.896
O5 0.223 0.547 -3.335
H4 0.890 -0.120 -3.346
H5 -0.019 0.658 -4.274
O6 -1.288 1.764 3.058
H6 -0.404 1.649 2.839
H7 -1.565 2.631 2.769
O7 0.293 -0.998 3.136
H8 -0.031 -0.933 3.987
H9 0.820 -1.786 2.881
O8 -1.318 2.537 -1.915
H10 -1.690 2.827 -2.746
H11 -1.995 2.758 -1.275
O9 -1.702 -0.061 -1.354
H12 -2.219 -0.700 -1.959
H13 -1.783 -0.310 -0.464
O10 1.453 -2.908 1.664
H14 0.549 -3.161 1.778
H15 1.470 -2.040 1.226

Atoms 1-2, force components in eV/Å:
-0.0545 3.9829 -6.1873
1.2459 -0.0316 3.5928

Properties
E_LUMO (alpha / beta), eV: -4.23 / -4.58
Total energy, Ha: -926.6457
HOMO level (alpha / beta), eV: -12.440 / -12.507
Charge: +1
HOMO-LUMO gap (alpha / beta), eV: 8.2 / 7.9
Multiplicity: 3

=====

[5]
Below is one molecule with the formula C6H9N, with properties calculated with ωB97M-V with the def2-TZVPD basis set.

Atoms and positions in Å:
C1 1.319 -0.813 0.673
C2 1.008 -0.218 -0.683
C3 -0.347 -0.224 -1.176
C4 -1.588 -0.839 -0.558
C5 0.235 1.194 -0.756
C6 0.022 1.609 0.510
N1 -0.045 1.887 1.690
H1 0.540 -0.743 1.458
H2 1.504 -1.884 0.531
H3 2.244 -0.390 1.083
H4 0.794 1.685 2.242
H5 -0.432 -0.151 -2.266
H6 -2.500 -0.447 -1.021
H7 -1.562 -1.920 -0.742
H8 -1.655 -0.689 0.524
H9 0.463 1.944 -1.509

Atoms 1-2, force components in eV/Å:
0.0274 -0.0186 0.1049
-0.0279 -0.3070 0.0174

Properties
E_LUMO (alpha / beta), eV: 0.73 / 0.73
Total energy, Ha: -288.6056
HOMO level (alpha / beta), eV: -6.979 / -6.978
Energy above the lowest of the compared OMol25 structures with the same formula, charge and spin, eV: 4.802
Charge: 0
HOMO-LUMO gap (alpha / beta), eV: 7.7 / 7.7

=====

Which formula does entry 1 have? C10H10AlBrCl

=====

Which formula does entry 1 have? C10H10AlBrCl